1.
{"formula": "C12H21N11PtS4", "method": "the ωB97M-V functional and the def2-TZVPD basis", "multiplicity": 1, "total_charge": -2, "elements": ["Pt", "S", "C", "S", "S", "N", "C", "N", "N", "N", "N", "C", "N", "N", "N", "N", "H", "C", "C", "C", "C", "N", "C", "S", "N", "C", "C", "C", "C", "H", "H", "H", "H", "H", "H", "H", "H", "H", "H", "H", "H", "H", "H", "H", "H", "H", "H", "H", "H"], "xyz": [[-1.9426, -1.8472, 2.1415], [-6.2336, -1.6666, 0.6912], [-4.6631, -1.7542, 1.2106], [-3.8514, -3.1219, 1.8781], [-3.4955, -0.4702, 1.1726], [0.9475, -4.3976, 1.8150], [0.3485, -3.9846, 2.9852], [0.8437, -4.4292, 4.1379], [0.0453, -3.9041, 5.0831], [-0.8765, -3.1887, 4.5486], [-0.7201, -3.2134, 3.1981], [0.7603, -4.0273, 0.4900], [1.6231, -4.4333, -0.4400], [1.1086, -3.9535, -1.5845], [0.0117, -3.3075, -1.3353], [-0.2468, -3.3279, -0.0095], [1.8143, -4.8775, 1.9831], [-2.5008, 1.3953, -2.1247], [-1.2341, 1.2713, -2.9648], [-0.4021, 0.0132, -2.7027], [0.4711, 0.0437, -1.4560], [-0.3064, -0.0299, -0.2120], [0.1217, 0.4387, 0.9531], [-0.2907, -0.1903, 2.4563], [0.9571, 1.5522, 0.9188], [0.3941, 2.7666, 0.3149], [1.3942, 3.9155, 0.3256], [2.4805, 3.8448, -0.7492], [3.5385, 2.7686, -0.5240], [-3.1044, 2.2471, -2.4481], [-2.2852, 1.5165, -1.0650], [-3.1155, 0.4976, -2.2069], [-0.6023, 2.1580, -2.8167], [-1.5095, 1.2818, -4.0244], [0.2742, -0.1479, -3.5474], [-1.0366, -0.8743, -2.6497], [1.0861, 0.9430, -1.4483], [1.1374, -0.8217, -1.4677], [-0.8844, -0.8698, -0.1248], [1.2694, 1.7468, 1.8616], [-0.5186, 3.0575, 0.8506], [0.0964, 2.5538, -0.7113], [1.8579, 3.9840, 1.3171], [0.8282, 4.8417, 0.1919], [2.9721, 4.8213, -0.8077], [1.9993, 3.6889, -1.7206], [4.0956, 2.9621, 0.3963], [4.2535, 2.7472, -1.3487], [3.0899, 1.7814, -0.4316]]}

---

2.
{"formula": "C12H21N3O2S", "method": "the ωB97M-V functional and the def2-TZVPD basis", "multiplicity": 1, "smiles": "C=CCn1c(CC[C@H](O)COCCC)n[nH]c1=S", "elements": ["C", "C", "C", "N", "C", "N", "N", "C", "S", "H", "C", "H", "H", "C", "H", "H", "C", "O", "H", "C", "O", "C", "C", "C", "H", "H", "H", "H", "H", "H", "H", "H", "H", "H", "H", "H", "H", "H", "H"], "xyz": [[4.3963, 2.2812, 0.1131], [3.9675, 1.8122, -1.0425], [3.2837, 0.4919, -1.2571], [3.0285, -0.2359, -0.0468], [2.1007, 0.0142, 0.9315], [2.2112, -0.8343, 1.9035], [3.2364, -1.6530, 1.5629], [3.7755, -1.3166, 0.3650], [5.0126, -2.0365, -0.4339], [3.5300, -2.4030, 2.1652], [1.0731, 1.0791, 0.8499], [1.4893, 1.9613, 0.3607], [0.7684, 1.3470, 1.8619], [-0.1622, 0.5879, 0.0855], [0.0822, 0.3904, -0.9593], [-0.5213, -0.3389, 0.5357], [-1.2922, 1.6262, 0.1493], [-1.6493, 1.9162, 1.4738], [-2.0982, 1.1338, 1.8210], [-2.5153, 1.1231, -0.6307], [-2.9504, -0.0653, -0.0162], [-4.0915, -0.6287, -0.6242], [-4.4202, -1.9461, 0.0694], [-3.3423, -2.9953, -0.1730], [-2.3813, -2.6278, 0.1761], [-3.5787, -3.9130, 0.3594], [-3.2618, -3.2221, -1.2339], [-4.5148, -1.7577, 1.1397], [-5.3817, -2.3024, -0.3036], [-3.8959, -0.8004, -1.6942], [-4.9389, 0.0705, -0.5423], [-2.2533, 0.9432, -1.6844], [-3.3112, 1.8828, -0.5974], [-0.9539, 2.5746, -0.2827], [2.3445, 0.6440, -1.7999], [3.9343, -0.1492, -1.8675], [4.1068, 2.3749, -1.9553], [4.8929, 3.2326, 0.1841], [4.2804, 1.7393, 1.0375]]}

---

| no. | gap between HOMO and LUMO (eV) |
| --- | --- |
| 1 | 5.8757 |
| 2 | 8.5497 |